Molecular formula: C11H48N6O17
Method: DFT, ωB97M-V/def2-TZVPD

Each line ends with the Löwdin charge.
Positions of all 82 atoms, in Å:
C -0.084 2.168 4.166  -0.6971
O 0.459 2.264 3.065  -0.0004
N 0.647 2.180 5.282  0.1669
N -1.427 2.093 4.351  0.1741
H 0.215 1.931 6.152  0.1058
H 1.633 2.288 5.128  0.1183
H -1.725 2.040 5.306  0.0987
H -1.966 2.241 3.519  0.1061
C -5.755 -1.116 0.319  -0.6862
O -5.367 -1.475 1.428  0.0167
N -4.976 -0.810 -0.721  0.1683
N -7.089 -1.071 0.049  0.1578
H -3.978 -0.717 -0.623  0.1017
H -5.287 -0.634 -1.660  0.1079
H -7.673 -1.552 0.709  0.1112
H -7.419 -0.728 -0.833  0.0981
C 0.313 -0.294 -0.448  -0.6521
O 1.120 0.022 -1.332  0.0082
N 0.199 0.426 0.671  0.1816
N -0.540 -1.353 -0.516  0.1888
H 0.568 1.355 0.786  0.0903
H -0.196 -0.023 1.482  0.0850
H -1.365 -1.309 0.061  0.0534
H -0.608 -2.040 -1.262  0.0581
C -0.894 4.360 0.650  -0.2349
C 0.050 5.054 1.604  -0.2479
O 0.076 6.458 1.377  -0.0650
O -0.322 4.460 -0.651  -0.0788
H -1.841 4.907 0.626  0.1225
H -1.025 3.314 0.938  0.0966
H 1.056 4.637 1.571  0.1194
H -0.444 4.990 2.575  0.1169
H 0.031 6.651 0.434  0.0793
H -0.875 4.132 -1.363  0.0893
C 0.107 -5.087 -3.558  -0.2053
C -0.113 -4.127 -2.422  -0.2395
O -1.107 -3.144 -2.719  -0.1133
O 0.631 -4.426 -4.727  -0.0669
H -0.850 -5.543 -3.824  0.1244
H 0.835 -5.855 -3.303  0.1272
H 0.761 -3.615 -2.012  0.1038
H -0.374 -4.683 -1.511  0.1288
H -1.968 -3.577 -2.730  0.0756
H -0.109 -3.997 -5.168  0.0850
C 2.163 3.483 -2.460  -0.2471
C 2.889 3.703 -3.810  -0.2600
O 2.455 2.713 -4.697  -0.0749
O 2.720 4.399 -1.534  -0.0634
H 2.401 2.451 -2.174  0.1049
H 1.080 3.521 -2.583  0.1042
H 3.963 3.655 -3.595  0.1193
H 2.726 4.723 -4.161  0.1161
H 2.686 1.864 -4.283  0.0296
H 2.075 4.640 -0.863  0.0521
C 1.775 -1.125 4.586  -0.2341
C 3.076 -1.538 3.962  -0.2590
O 2.808 -2.674 3.162  -0.0595
O 1.204 -2.253 5.292  -0.0780
H 1.084 -0.684 3.862  0.1061
H 1.892 -0.428 5.416  0.1069
H 3.769 -1.777 4.778  0.1212
H 3.542 -0.709 3.423  0.1051
H 3.631 -2.991 2.781  0.0957
H 1.148 -2.946 4.623  0.0690
O -3.337 -4.099 -0.990  -0.0338
H -3.218 -3.678 -0.134  0.0337
H -4.022 -3.576 -1.418  0.0379
O 0.558 -1.397 -4.197  -0.0354
H 0.612 -2.346 -4.053  -0.0043
H -0.300 -1.146 -3.849  0.0415
O 2.900 -2.413 -1.287  -0.0508
H 2.266 -1.757 -1.610  -0.0040
H 3.167 -2.904 -2.069  0.0414
O 2.941 0.081 -3.888  -0.0540
H 2.217 0.213 -3.261  0.0051
H 2.678 -0.701 -4.380  0.0331
O 3.554 -0.183 0.945  -0.0479
H 3.241 -1.024 0.593  0.0080
H 2.756 0.344 1.051  0.0123
O -2.482 -1.199 2.048  -0.0581
H -2.537 -2.123 1.793  0.0280
H -3.403 -0.916 2.115  0.0149

Calculated values
energy above the lowest of the compared OMol25 structures with the same formula, charge and spin = 1.305 eV
Kohn-Sham gap = 0.3005 Ha
LUMO = -0.58 eV
E_HOMO = -8.756 eV
E_tot = -2055.5776 a.u.

Molecular formula: C11H6KN4O5
Method: DFT, ωB97M-V/def2-TZVPD

Each line ends with the Löwdin charge.
Positions of all 27 atoms, in Å:
K 0.470 -0.323 1.881  0.9706
N -1.816 0.935 5.643  0.1424
C -0.515 0.543 5.410  -0.5539
O -0.228 0.004 4.325  -0.1633
C 0.444 0.809 6.431  -0.2337
C 1.800 0.498 6.190  -0.2572
N 2.908 0.236 5.991  0.1013
C 0.045 1.386 7.652  -0.2770
N -0.343 1.826 8.651  0.0940
H -2.499 0.501 5.047  0.0934
H -2.095 1.148 6.586  0.0767
O 1.047 -1.270 -0.558  -0.1174
C 0.286 -0.431 -1.094  -0.6940
O -0.426 0.418 -0.506  -0.1218
C 0.208 -0.446 -2.619  -0.1132
C -0.603 0.469 -3.283  -0.0037
C -0.697 0.455 -4.664  0.0016
C 0.033 -0.492 -5.364  -0.1590
C 0.849 -1.415 -4.730  0.0013
C 0.931 -1.383 -3.348  -0.0041
N -0.065 -0.520 -6.830  -0.3578
O -0.786 0.297 -7.371  0.0588
O 0.578 -1.362 -7.430  0.0587
H -1.155 1.183 -2.688  0.1155
H -1.319 1.154 -5.201  0.1133
H 1.398 -2.136 -5.318  0.1132
H 1.551 -2.082 -2.804  0.1156

Calculated values
total charge = -1
energy above the lowest of the compared OMol25 structures with the same formula, charge and spin = 0.113 eV
Kohn-Sham gap = 0.2432 Ha
LUMO = 1.50 eV
E_HOMO = -5.121 eV
E_tot = -1618.0561 a.u.